# 1
Entry from the Open Molecules 2025 dataset: a structure of composition C29H51BCrN4P2 (ωB97M-V/def2-TZVPD).

```
88
Properties=species:S:1:pos:R:3:forces:R:3
H -0.234 0.263 5.330 -0.2132 0.1456 -0.2662
H -3.125 2.127 -0.930 0.4177 -0.2413 -0.2953
C 3.971 1.257 0.018 2.2096 0.6303 -2.3829
C 3.338 -1.403 -0.138 1.3110 -0.2185 -1.6910
C -1.133 -1.415 -2.512 -0.3655 -0.0661 -0.3916
H 2.642 0.681 1.093 -0.2021 -0.0206 9.4740
H -2.782 1.334 2.716 0.3674 0.3651 0.0483
C -1.079 0.749 4.825 -0.1378 -0.2022 0.1518
C 0.090 -0.131 -5.126 -0.0904 -0.1756 -0.2072
H -0.723 0.579 -5.331 0.2597 -0.2241 0.1490
H 6.031 0.646 -0.120 -0.1280 -0.0322 0.0317
B -0.727 -2.037 -0.033 -2.2339 -1.5805 -0.0332
H -1.747 2.578 1.939 -0.1785 -0.2720 0.5076
H 1.619 -1.858 -3.607 0.2327 0.4843 -0.0089
H -1.972 1.017 -0.107 -0.9577 0.1844 -0.7986
N -1.595 -2.066 1.197 -0.4760 -0.4623 -2.3431
C 1.587 1.586 -4.044 0.0469 0.2927 0.0382
H 0.751 -0.122 -6.020 -0.2192 -0.0130 0.5039
H -4.118 -2.290 2.435 0.0536 -0.0170 0.0183
H 3.729 0.039 2.377 -0.5372 0.1593 -0.4855
C 0.908 0.218 -3.862 -0.0013 -0.0454 -0.3569
H 0.149 3.198 -2.349 -0.2782 -0.0977 0.2195
H 2.638 1.402 2.726 -0.0015 -0.1826 -0.2001
H -1.961 -1.238 -3.227 0.2678 -0.1718 0.3981
H -0.349 -1.146 -5.060 0.2177 0.5050 -0.0203
C 4.674 -1.027 -0.174 0.4617 0.1984 0.3003
H 0.618 2.987 2.741 -0.0672 -0.2244 0.5536
C 0.335 2.504 3.701 0.3135 0.1306 0.0029
H 0.997 -1.626 4.403 0.3786 0.4088 -0.1046
H -2.601 0.992 -3.846 0.2743 0.5156 0.0911
C 1.888 -1.846 1.770 -1.7356 -1.3401 2.5463
H -0.075 3.286 4.376 0.0635 -0.4350 -0.4398
H -6.256 -2.333 1.166 0.0007 -0.0108 -0.0125
N 2.333 -0.518 -0.039 3.5317 1.2627 -6.1632
C -1.310 -1.303 2.414 -0.4391 -0.1503 0.2406
H -2.262 -0.837 2.721 0.3199 -0.1418 0.0252
H 2.187 1.849 -3.146 -0.3210 -0.0534 -0.4911
C -5.312 -2.172 -0.771 0.5342 0.0257 0.5021
H -0.479 -2.207 -2.922 -0.1454 0.6255 -0.1437
H 2.896 -2.258 1.994 -0.4485 0.5598 0.4626
H -2.844 2.693 -3.323 0.3353 -0.4915 0.0306
H -1.346 3.712 -1.525 0.2569 -0.5337 -0.0771
N -1.602 -1.893 -1.231 -0.5391 -1.3311 2.3732
C 2.668 0.790 0.037 0.5106 0.9189 -7.2557
Cr 0.361 -0.518 -0.039 0.8953 5.3883 -1.0194
H 1.965 -2.778 -0.147 -0.0466 -1.0760 -0.5945
C -5.316 -2.256 0.635 0.4688 0.0965 -0.4718
H -6.248 -2.183 -1.313 -0.0054 -0.0152 0.0047
C -1.368 1.600 -2.136 -0.1435 0.3945 -0.2230
H 2.268 1.570 -4.923 -0.3095 -0.1324 0.4888
P -0.099 0.163 -2.228 -0.6403 -0.2711 -0.6857
H -0.150 2.677 -0.665 -0.3386 0.1375 -0.5582
H 0.849 2.383 -4.239 0.3077 -0.2515 0.1638
H -4.100 -1.980 -2.552 0.0595 -0.0058 -0.0343
H -3.059 0.425 -1.423 0.1341 0.2126 0.2371
C -2.912 -2.052 -0.742 0.0580 0.4022 -1.8421
H -1.453 1.528 5.523 0.1716 -0.2633 -0.5007
C 4.994 0.325 -0.091 -0.5332 0.3586 -0.0466
H -0.624 0.858 -0.039 1.4916 -1.0962 0.0714
H -0.991 -1.963 3.245 -0.0103 0.3494 -0.3067
P -0.102 0.158 2.119 0.4571 -1.9257 1.4804
C -2.083 1.895 -3.463 -0.1210 0.1665 -0.2070
H -1.887 0.001 4.725 0.3811 0.3461 -0.0160
C -4.110 -2.233 1.354 -0.2315 0.0060 -0.8833
C -0.635 2.866 -1.648 0.3805 0.2894 0.1042
C -2.908 -2.140 0.644 -0.3436 0.3281 2.0440
H 2.659 -0.616 -2.832 -0.3167 -0.1701 -0.5140
H -1.380 2.282 -4.221 -0.2805 -0.2795 0.1959
H 1.147 -2.633 2.019 0.3746 0.3089 0.1636
H 1.829 1.476 0.115 -0.0937 0.1470 -0.7273
H 2.687 -0.837 -4.617 -0.4349 0.1102 0.4250
H 2.769 -1.386 4.256 -0.4865 0.1170 -0.1736
H -2.367 2.831 3.608 0.3168 -0.4633 -0.3025
C 1.780 -0.914 4.071 0.3757 0.0093 0.3547
H 1.238 2.112 4.199 -0.2848 0.1718 -0.2919
C 1.625 -0.565 2.583 0.2410 -0.0123 1.2369
N 2.977 -2.745 -0.238 0.7352 0.3037 -1.3540
C 2.029 -0.834 -3.721 0.1880 -0.2854 0.4256
H 1.859 -1.632 0.681 -2.0616 -1.5269 4.4936
C 2.715 0.449 2.178 -0.6252 -0.0900 4.5782
H 4.181 2.319 0.080 -0.1126 -0.1007 0.0105
H 1.767 -0.007 4.699 -0.1518 -0.3652 -0.1337
C -2.437 1.268 -1.082 -1.0556 -0.0116 -0.1348
C -4.101 -2.062 -1.474 -0.4207 -0.1477 0.8513
H 3.436 -3.303 0.472 -0.0162 -0.1495 -0.3884
C -1.972 2.069 2.901 -0.2487 0.0404 -0.5021
H 5.454 -1.773 -0.277 -0.2055 -0.0163 -0.0304
C -0.704 1.395 3.467 -0.1672 0.2941 0.1117
```
Positions in Å, forces in eV/Å.

Results
E_HOMO (alpha / beta) = -4.87 / -6.91 eV
Expectation value of S² = 6.1033
M = 580.5 g mol⁻¹
Frontier orbital gap (alpha / beta) = 0.1958 / 0.2687 Eh
2S+1 = 5

Atomic partial charges in e from the Löwdin method, atoms 1 to 2:
1 H 0.060
2 H 0.099

***

# 2
Entry from the Open Molecules 2025 dataset: a structure of composition C29H51Br2N2O6S (ωB97M-V/def2-TZVPD).

```
91
Properties=species:S:1:pos:R:3:forces:R:3
H -6.260 -1.395 1.758 0.0132 -0.0346 -0.1008
H -1.494 1.330 -0.168 -0.2517 -0.2166 -0.2516
H 6.365 1.878 -4.210 0.0042 0.0881 -0.0248
H -1.959 1.460 -2.139 -0.0782 0.0648 -0.0478
C 2.284 0.700 -3.747 0.0624 0.1440 0.0541
H 8.211 3.233 -3.426 -0.0161 -0.0213 -0.0208
H 0.760 -3.237 0.704 0.0087 0.0573 -0.3112
C -1.894 -0.642 -1.969 -0.9007 1.8522 -0.3814
H 7.479 3.415 -1.829 -0.0113 0.0080 -0.0197
H 9.063 1.601 -1.419 -0.0370 0.0111 0.0246
H 5.504 2.971 -3.108 -0.0741 -0.0268 0.0328
H -0.373 -4.400 1.990 0.0562 -0.0554 0.2350
H -3.600 1.638 -0.572 -0.3170 0.0236 0.0825
C 0.756 2.210 0.392 0.2778 -0.6037 -0.0491
C 7.631 2.722 -2.659 -0.0234 0.1173 0.1709
C -5.807 -0.514 1.300 -0.0253 -0.4171 0.4865
C -0.498 -1.952 -0.518 -0.2907 0.3479 -0.6947
H -1.240 -3.777 3.424 0.0793 0.0229 0.0144
H -4.729 -0.565 1.504 0.0084 0.1431 -0.1233
H -3.148 -2.876 1.146 0.3086 0.0045 0.3179
H -1.639 0.131 1.092 -0.1441 0.1271 -0.0511
C -3.000 -0.875 6.130 0.1341 0.1381 0.0535
H 8.700 0.880 -2.990 0.0326 0.0090 0.0114
H 3.863 1.609 -1.359 -0.2000 0.6006 0.2305
C 7.080 0.693 -1.580 0.1243 0.0219 0.3910
H -5.405 0.094 -2.540 0.1209 0.1480 -0.2008
C -1.150 -0.743 -0.766 0.3495 -0.7433 0.1968
H -0.097 -1.835 2.839 -0.0681 0.4092 -0.1545
Br -1.490 -3.943 -3.995 -0.1105 0.3440 0.1255
N -1.352 -2.654 -2.631 -0.1090 -1.1685 -1.1115
H -1.553 -1.681 1.763 0.1437 0.4630 0.3958
H 4.189 -0.111 -1.813 0.1030 -0.2479 -0.1217
C -0.640 -2.221 1.978 0.4433 -1.6216 -0.1164
H 4.322 0.015 -4.217 0.0270 0.0250 0.0883
H -5.983 1.558 0.044 -0.0929 -0.1494 0.1812
C 3.385 -0.352 -3.806 -0.1602 -0.1988 -0.1192
H -3.793 -0.107 -0.555 -0.2348 0.0815 0.0591
C -6.210 0.757 -0.669 -0.0819 0.2507 -0.3980
O 2.191 -0.603 -1.769 -0.2204 0.0381 -0.0846
C -0.663 -2.914 -1.540 0.9287 -0.6147 0.9574
H 0.825 0.912 -2.129 0.0155 -0.0949 -0.0215
H -4.533 -0.046 7.475 0.0183 0.0231 -0.0153
H 2.581 1.481 1.267 -0.0073 0.0859 0.2915
H 6.896 0.975 -0.539 0.0701 -0.0698 -0.1423
H 3.834 -1.795 -2.229 -0.1316 -0.0133 0.0695
O -6.109 -0.526 -0.078 0.0469 0.2776 0.1434
H -2.666 -1.812 6.573 -0.0220 -0.0107 -0.0151
S -2.672 -4.082 1.513 0.0073 -0.4704 -0.2104
H -3.030 0.653 -3.252 -0.0230 -0.2199 0.0035
N -2.005 -1.541 -2.915 0.5978 -0.3384 0.9558
H 0.765 2.377 -0.688 0.1107 0.2789 0.0931
H 7.195 -0.391 -1.631 -0.0890 -0.0154 -0.0816
H -5.068 -1.386 6.456 -0.0117 0.0201 0.0177
C -3.067 -0.928 4.612 -0.1521 -0.1275 -0.0948
H 0.629 -0.561 -3.110 0.0350 0.1158 -0.0902
H 1.085 -1.546 0.874 0.0279 0.0584 -0.3207
H 2.086 3.068 1.873 0.3631 0.2157 -0.1260
H 1.779 0.864 -4.697 -0.0151 -0.0074 0.0195
H -3.386 -1.918 4.263 0.0780 -0.0504 0.0151
H -2.316 -0.084 6.449 0.0127 -0.0231 -0.0067
H -2.112 -0.683 4.138 -0.0424 0.0697 -0.0280
H -5.864 0.442 5.131 0.0255 -0.0092 -0.0929
O -4.056 0.025 4.209 0.0895 -0.0891 0.0570
C 8.276 1.438 -2.153 0.0161 -0.1405 -0.2403
C 1.364 0.133 -2.676 -0.0207 -0.1797 -0.1031
H 1.132 0.143 0.082 -0.0175 -0.0577 0.1975
O 5.940 1.090 -2.357 0.2875 0.1683 -0.2189
C -4.798 0.452 5.361 0.0430 0.2014 0.0304
H -7.241 0.903 -1.004 0.0522 -0.0052 -0.0918
C -4.432 -0.499 6.490 -0.1079 -0.1708 -0.0514
C -1.083 -3.662 2.355 -0.8451 0.7819 -0.5593
C 4.006 2.085 -0.373 1.4504 0.0471 0.7055
C -1.073 0.403 0.202 1.0017 -0.0056 0.1814
C 0.289 -2.263 0.716 -0.6146 0.4215 1.1572
C 6.291 2.217 -3.171 0.0371 -0.1332 -0.1520
H 3.055 -1.201 -4.411 0.0233 0.0174 -0.0076
C -2.665 0.631 -2.227 0.0631 -0.0265 0.0956
H 0.010 2.873 0.831 0.0331 0.0239 0.0258
C 2.164 2.448 0.982 -0.4876 -0.1205 -0.3255
C -3.827 0.775 -1.200 0.7758 -0.1205 -0.5773
C -5.211 0.893 -1.824 -0.1766 -0.1001 1.1064
H 2.702 1.654 -3.414 -0.0483 0.0198 -0.0209
C 3.504 -0.762 -2.350 0.2306 -0.0843 0.1371
C 0.400 0.729 0.631 -0.9459 0.9348 0.1674
H -5.340 1.886 -2.259 -0.0294 -0.1463 -0.3444
O 3.064 3.020 0.006 0.0403 -0.6908 -0.0716
Br 0.175 -4.587 -1.310 -0.3346 0.2070 -0.4728
O 4.967 1.798 0.303 -1.5887 0.4181 -0.5199
H -6.205 0.355 1.830 -0.0068 0.0838 -0.1732
H 0.441 0.576 1.711 0.4338 -0.3689 -0.0691
H -4.503 1.480 5.594 -0.0470 -0.0013 0.0480
```
Positions in Å, forces in eV/Å.

Results
E_HOMO = -11.41 eV
M = 715.6 g mol⁻¹
Frontier orbital gap = 0.2692 Eh
Net charge = +1

Atomic partial charges in e from the Löwdin method, atoms 1 to 2:
1 H 0.094
2 H 0.098

***

# 3
Entry from the Open Molecules 2025 dataset: a cluster of 4 separate species, C29H51ClF7I2NO12 in total (ωB97M-V/def2-TZVPD).

```
103
Properties=species:S:1:pos:R:3:forces:R:3
H -7.587 4.270 -1.370 -0.0531 -0.0071 -0.0246
H -3.150 0.729 0.515 -0.0504 0.3396 -0.0586
F 5.724 1.601 3.096 -0.7555 0.7310 -0.0259
C -7.096 3.548 -2.021 -0.0681 0.0166 -0.0387
H -7.162 1.994 0.397 -0.0125 -0.0074 -0.0162
H -3.832 -0.853 0.775 -0.3023 -0.3112 0.0196
H 1.060 -1.893 1.955 -0.1655 -0.1884 0.2743
H 5.632 -0.239 -2.058 0.1349 -0.4197 -0.1584
F 9.179 1.751 3.406 0.6226 -0.1401 -0.1004
O 4.441 -0.379 -0.460 0.0333 0.2260 -0.3272
F 7.089 0.044 3.583 0.0934 -0.6850 0.1905
C -1.684 3.309 6.055 -0.0081 -0.0167 0.0773
I 2.796 1.685 1.014 -0.1000 0.2012 -0.2247
N 6.377 2.649 -1.069 1.0507 0.4942 1.8114
O -5.166 -6.440 -3.086 0.0847 0.1046 0.0049
C 2.724 -1.298 0.802 -0.0352 1.0104 0.5670
H -5.943 -5.046 -4.404 0.0316 0.0565 -0.0130
H -1.972 -7.397 -3.473 -0.0227 -0.0423 0.0085
H -4.559 -4.476 -3.431 0.0175 -0.0066 -0.0093
C 4.257 1.317 -2.287 -0.0041 0.5221 -0.4771
C -6.734 0.331 -1.494 0.2879 -0.0816 -0.0805
C 1.224 -1.399 1.008 0.3293 -0.8415 -0.0194
H 3.921 2.224 -1.806 -0.0915 0.1980 0.4302
H -2.688 -4.095 -1.271 -0.0125 -0.1920 -0.0620
H -3.868 -6.411 -4.704 0.0336 0.0372 -0.0019
H -5.476 2.130 0.934 0.0406 -0.0268 -0.0096
H -6.377 0.633 1.244 -0.0629 0.0232 0.0194
C -2.103 -0.816 -0.490 -0.7121 0.1968 -0.4811
H -6.144 -4.709 -2.672 -0.0348 -0.0462 -0.0019
C -3.241 1.624 5.465 0.0726 -0.1519 0.2143
H -3.821 -5.451 -1.093 0.0028 -0.0348 -0.0139
C -7.232 1.251 -2.586 -0.2749 0.0121 0.0131
O -7.903 2.385 -2.060 0.1352 0.0051 0.0851
F 7.810 3.397 3.199 -0.0583 0.5588 -0.2161
H -2.323 -0.034 4.440 0.0247 -0.0049 0.0411
C -2.875 0.880 4.200 -0.1404 0.1149 -0.2091
C -6.225 1.450 0.530 0.1130 -0.0497 0.0412
H 3.752 3.413 -4.012 -0.2748 0.4684 -0.0014
H -2.337 -0.372 1.590 0.0647 -0.1133 0.3615
H -0.674 3.399 6.452 -0.0124 -0.0282 0.0500
C -0.735 1.451 3.357 -0.0453 0.0176 -0.1057
O -2.389 -5.607 -2.608 -0.1608 0.0074 0.0681
C -5.458 -5.097 -3.423 -0.0566 -0.0335 -0.0026
H -7.954 0.706 -3.201 0.0293 -0.0216 -0.0179
C 7.325 1.043 1.404 -0.3636 0.0059 0.8404
H 2.453 -0.168 -0.958 -0.1256 0.6646 -0.4653
C -2.790 -6.931 -2.914 0.2157 0.1365 -0.1498
H -6.281 -0.551 -1.960 -0.0388 -0.0174 -0.0038
H -2.129 -5.618 -0.552 -0.0693 -0.0101 0.0439
H -1.166 -0.281 -0.599 0.3579 0.0326 0.0954
H 5.350 0.857 -4.090 0.1606 -0.2754 -0.1292
H -6.405 1.560 -3.232 0.0480 -0.0028 0.0185
I 4.967 2.893 -6.330 -0.3171 0.0196 0.1102
H -7.565 -0.010 -0.870 -0.0440 0.0356 0.0035
C -4.037 -6.959 -3.771 -0.1688 -0.1871 0.1189
H -3.796 0.591 3.684 -0.0042 -0.0346 0.0211
C 3.987 2.467 -4.463 0.7897 -0.1102 -0.1310
C 7.939 2.157 3.640 -0.1866 0.0006 0.0313
H -0.235 2.282 2.861 -0.0361 -0.0035 -0.0479
C 0.528 -2.198 -0.084 -0.5200 0.9273 0.0939
H 5.785 2.404 -3.388 0.4121 -0.0175 0.1146
H 3.167 -1.094 1.765 0.3384 -0.0655 0.3110
H -3.825 2.518 5.225 0.0043 0.0214 -0.0472
H -0.370 1.382 4.384 -0.0194 -0.0217 0.0119
C 5.736 3.587 -0.178 -2.8894 1.6098 -1.2526
H -4.265 -7.998 -4.028 0.0261 0.0019 -0.0237
C 3.127 -0.145 -0.116 0.0241 -1.3084 0.5912
H 3.170 -2.221 0.457 -0.0248 -0.2739 -0.3813
O -5.730 0.944 -0.699 -0.1333 0.1001 0.0059
F 8.237 3.884 -0.523 -0.0792 0.2179 -0.1746
F 6.275 3.721 1.023 0.0118 -0.1891 -0.1165
C 5.110 0.443 -1.403 0.1417 0.3834 0.4231
H 0.763 -0.424 1.086 -0.0500 0.3793 0.0370
O -2.131 1.691 3.304 0.0978 0.0413 0.1489
H 7.197 0.751 -0.956 0.3093 -0.0142 -0.4059
F 7.720 2.140 4.941 -0.0840 0.0687 0.5026
H -1.674 3.596 5.002 -0.0188 -0.0033 -0.0142
H -2.944 -7.508 -1.997 -0.0560 -0.0061 0.0178
H -2.666 -0.636 -1.394 -0.0925 -0.0875 -0.3961
H 1.057 -3.106 -0.322 0.2185 -0.3644 -0.1033
H 0.445 -1.565 -0.957 0.1072 -0.1585 -0.5629
O 8.353 2.538 -2.286 -1.4655 0.7949 2.3174
H 3.359 0.808 -2.607 -0.2624 -0.5153 0.1211
H 3.089 1.903 -4.648 -0.2810 -0.1409 -0.2890
H -3.863 0.972 6.087 -0.0302 0.0044 -0.0240
H -7.004 3.982 -3.023 0.0632 0.0179 0.0115
O 4.768 4.237 -0.505 2.3026 -1.4709 0.7667
C 4.966 1.728 -3.573 -0.3759 0.0053 -0.1171
H 7.960 1.874 1.125 0.3568 0.0614 -0.1862
O -1.908 -2.233 -0.422 0.4639 0.1274 0.2100
C 6.972 1.209 2.932 0.5592 -0.7687 -0.4432
C 6.266 1.213 -0.666 -0.5522 -0.6938 -0.2563
H -0.490 0.526 2.823 0.0699 -0.0276 0.0687
C -2.786 -5.179 -1.311 0.1140 0.0534 -0.0363
C -2.906 -0.313 0.673 0.3743 0.2441 0.1955
O -1.034 -3.191 1.395 0.0266 0.1486 -0.6580
H -2.343 3.986 6.610 0.0042 0.0467 -0.0479
Cl 8.200 -0.478 1.127 0.2368 0.0906 -0.0837
O 6.132 1.050 0.719 -0.3100 0.3121 -0.3368
H -6.100 3.339 -1.625 0.0132 -0.0180 -0.0075
C -0.854 -2.577 0.372 -0.3731 -0.7221 0.9437
C 7.711 2.985 -1.356 1.3953 -0.9941 -2.7250
O -2.097 1.965 6.231 0.0410 0.0583 -0.1400
```
Positions in Å, forces in eV/Å.

Results
E_HOMO = -9.12 eV
M = 1028.0 g mol⁻¹
Frontier orbital gap = 0.3397 Eh
SMILES = CCOC(=O)CCC[C@@H](I)O[C@@H](CCCI)[C@H](O[C@H](Cl)C(F)(F)C(F)(F)F)N(C(=O)F)C(=O)F.COCCOC.COCCOC.COCCOC

Atomic partial charges in e from the Löwdin method, atoms 1 to 2:
1 H 0.089
2 H 0.082